# 1
Computed, not measured: a cluster of 2 separate species, C25H32N4O4 in total, with ωB97M-V/def2-TZVPD.

Summary:
Kohn-Sham gap: 8.37 eV
SMILES: CNC(=O)[C@H](Cc1ccc(O)cc1)NC(C)=O.Nc1ccc2c(c1)N(C(=O)C1CC1)CCC2
ΔE to the lowest compared entry with this formula, charge and spin: 137.7 kJ/mol
HOMO energy: -7.790 eV
2S+1: 1

Geometry as XYZ:
```
65
C25H32N4O4, DFT ωB97M-V/def2-TZVPD
O -6.4563 -1.4535 1.6175
O 0.4360 1.4783 1.1246
O -2.4331 -4.2089 1.4136
O -0.8183 -1.6950 -4.7240
C -5.6656 -1.9166 2.4297
C 1.5493 1.9920 1.0598
C -3.0695 -3.7203 0.4862
C -2.7972 -1.3130 -3.4132
C -0.6207 -1.5997 -2.3429
C 6.1784 3.4449 -0.6359
C 3.9438 3.7643 0.2061
C 5.7965 2.2179 -1.1813
C -3.3938 -1.1548 -2.1473
C -1.2153 -1.4259 -1.0802
C -1.4059 -1.5350 -3.5102
C 5.2498 4.2206 0.0480
C 3.5462 2.5153 -0.2993
C 4.4846 1.7499 -1.0276
C -2.6030 -1.2111 -0.9831
N 5.6241 5.4491 0.5574
N -2.9952 -4.2159 -0.7563
N 2.2294 2.0342 -0.1640
N -4.4885 -2.4361 2.0878
C -6.0106 -1.9256 3.9003
C -2.1379 -5.3351 -1.1401
C 4.0946 0.4589 -1.7177
C 1.7386 1.2559 -1.3069
C 2.6476 0.0330 -1.4361
C 1.5738 3.8625 2.9230
C 1.3014 2.5550 3.6548
C 2.1348 2.5506 2.3684
C -3.2655 -1.1825 0.3773
C -3.9832 -2.5000 0.7138
H -1.4232 -1.5123 -5.4434
H -3.4030 -1.2673 -4.3049
H 0.4342 -1.7979 -2.4300
H 7.1975 3.7945 -0.7590
H 3.2287 4.3922 0.7205
H 6.5206 1.6302 -1.7382
H -4.4611 -0.9943 -2.0649
H -0.6106 -1.4842 -0.1837
H 4.8843 6.0976 0.8167
H 6.5095 5.8362 0.2377
H -3.4894 -3.7254 -1.4858
H -3.8963 -2.8239 2.8069
H -5.3259 -1.2691 4.4335
H -5.9314 -2.9399 4.2863
H -7.0313 -1.5663 4.0229
H -1.1233 -5.1596 -0.7760
H -2.1151 -5.4375 -2.2255
H -2.5128 -6.2579 -0.6944
H 4.7731 -0.3446 -1.4143
H 4.2112 0.6026 -2.7968
H 0.6979 0.9365 -1.1922
H 1.7830 1.8621 -2.2184
H 2.3015 -0.6105 -2.2481
H 2.6063 -0.5436 -0.5057
H 0.7389 4.3258 2.3862
H 2.2768 4.5629 3.3856
H 0.2829 2.1523 3.6173
H 1.8289 2.3808 4.5977
H 3.2044 2.3580 2.4909
H -2.5082 -0.9846 1.1384
H -3.9857 -0.3635 0.4029
H -4.8316 -2.6024 0.0358
```

Atomic partial charges in e from the Löwdin method, atoms 1 to 4: 0.035, 0.045, 0.054, 0.050



# 2
Computed, not measured: the molecule C25H32N4OS, with ωB97M-V/def2-TZVPD.

Summary:
Kohn-Sham gap: 8.06 eV
SMILES: Cc1cccc(NC(=S)N(CCCN2CCOCC2)Cc2cn(C)c3ccccc23)c1
ΔE to the lowest compared entry with this formula, charge and spin: 159.8 kJ/mol
HOMO energy: -7.557 eV
2S+1: 1

Geometry as XYZ:
```
63
C25H32N4OS, DFT ωB97M-V/def2-TZVPD
C -4.0440 -3.9179 -0.1369
C -3.5356 -2.7150 0.6021
C -2.2742 -2.2089 0.3381
C -1.7779 -1.1064 1.0311
C -2.5650 -0.5050 2.0059
C -3.8264 -1.0043 2.2649
C -4.3152 -2.0976 1.5729
H -5.3047 -2.4759 1.7844
H -4.4384 -0.5252 3.0141
H -2.2006 0.3527 2.5447
N -0.5277 -0.6243 0.6490
C 0.1296 0.4964 1.0892
N 0.6739 1.2743 0.1215
C 1.6685 2.2728 0.4373
H 1.6761 2.3998 1.5222
H 1.3816 3.2232 -0.0244
C 3.0639 1.8635 -0.0431
C 3.5675 0.6326 0.7103
N 4.6857 0.0020 0.0302
C 5.9115 0.7788 0.1249
C 7.0101 0.0855 -0.6806
O 7.2426 -1.2246 -0.2220
C 6.0571 -1.9807 -0.2834
C 4.9398 -1.3374 0.5370
H 4.0291 -1.9327 0.4405
H 5.2366 -1.3177 1.6004
H 6.3024 -2.9698 0.1072
H 5.7274 -2.0703 -1.3301
H 7.9570 0.6186 -0.5796
H 6.7143 0.0611 -1.7409
H 5.7411 1.7730 -0.2894
H 6.2397 0.8813 1.1749
H 2.7620 -0.1053 0.7531
H 3.8171 0.9082 1.7488
H 3.0441 1.6359 -1.1106
H 3.7350 2.7085 0.1122
C 0.2422 1.1875 -1.2680
C -1.2389 0.9906 -1.3829
C -1.8953 0.0738 -2.1565
N -3.2396 0.1265 -1.9311
C -3.4775 1.0726 -0.9743
C -4.6700 1.4597 -0.3747
C -4.6089 2.4397 0.5905
C -3.3952 3.0316 0.9510
C -2.2106 2.6549 0.3624
C -2.2401 1.6562 -0.6114
H -1.2796 3.1149 0.6562
H -3.3920 3.7963 1.7134
H -5.5155 2.7592 1.0825
H -5.6083 1.0023 -0.6490
C -4.2305 -0.7261 -2.5202
H -4.6951 -1.3522 -1.7542
H -5.0071 -0.1312 -3.0066
H -3.7607 -1.3669 -3.2642
H -1.4906 -0.6166 -2.8741
H 0.5311 2.1321 -1.7406
H 0.7678 0.3811 -1.8004
S 0.3131 0.8139 2.7005
H -0.2249 -0.9791 -0.2487
H -1.6627 -2.6723 -0.4257
H -3.5593 -4.0184 -1.1057
H -5.1207 -3.8594 -0.2826
H -3.8351 -4.8202 0.4385
```

Atomic partial charges in e from the Löwdin method, atoms 1 to 4: -0.058, -0.298, 0.001, -0.242



# 3
Computed, not measured: a structure of composition C25H32NO3RhS5Si2, with ωB97M-V/def2-TZVPD.

Summary:
Kohn-Sham gap (spin up / spin down): 6.86 / 4.80 eV
⟨S²⟩: 6.03
ΔE to the lowest compared entry with this formula, charge and spin: 30.9 kJ/mol
HOMO energy (spin up / spin down): -6.673 / -7.864 eV
2S+1: 5

Geometry as XYZ:
```
69
C25H32NO3RhS5Si2, DFT ωB97M-V/def2-TZVPD
Rh -0.2897 0.2172 0.7624
C -4.1839 2.2701 1.4305
C -3.1283 1.4471 0.7258
O -2.0609 1.3174 1.3475
C -3.4079 0.8908 -0.5818
C -4.6404 1.2162 -1.2025
C -4.9830 0.7585 -2.4426
C -4.0780 -0.0715 -3.1304
C -2.8854 -0.4247 -2.5689
C -2.5009 0.0235 -1.2729
O -1.3714 -0.4004 -0.8264
H -3.7852 2.5856 2.3909
H -5.0934 1.6900 1.5875
H -4.4464 3.1498 0.8416
H -5.3371 1.8563 -0.6799
H -5.9311 1.0297 -2.8854
H -4.3301 -0.4346 -4.1194
H -2.1829 -1.0634 -3.0878
C 1.2530 -0.2887 -2.3874
Si 1.2379 -1.8250 -1.3196
C -0.1523 -3.0182 -1.7436
C 2.7881 -2.7789 -1.8247
C 1.1805 -1.3566 0.5296
C 0.3718 -2.3638 1.2770
C 0.6791 -3.7217 1.4309
C -0.1922 -4.5403 2.1191
C -1.3612 -4.0055 2.6517
C -1.5938 -2.6566 2.4758
N -0.7485 -1.8618 1.8220
Si 2.8317 -1.0813 1.4071
C 2.5649 -1.1553 3.2722
C 3.6048 0.5160 0.8044
C 4.1379 -2.4181 1.1576
H 1.1779 -0.5586 -3.4443
H 2.1939 0.2530 -2.2499
H 0.4296 0.3834 -2.1461
H -0.3625 -2.9796 -2.8162
H -1.0731 -2.7928 -1.2093
H 0.1488 -4.0412 -1.5060
H 2.6187 -3.1958 -2.8221
H 3.0190 -3.6111 -1.1580
H 3.6681 -2.1380 -1.8854
H 1.5894 -4.1121 0.9961
H 0.0297 -5.5935 2.2384
H -2.0698 -4.6202 3.1879
H -2.4837 -2.1852 2.8767
H 2.0429 -0.3092 3.7072
H 3.5330 -1.2335 3.7727
H 1.9967 -2.0558 3.5195
H 2.8621 1.2945 0.6251
H 4.1223 0.3318 -0.1414
H 4.3403 0.9052 1.5123
H 3.7615 -3.4206 1.3718
H 4.9494 -2.2222 1.8644
H 4.5659 -2.4227 0.1589
O 1.0460 1.7832 2.9089
C 0.6293 1.0931 2.1055
C -1.9095 5.3473 -0.1970
S -0.3248 6.1422 0.1410
C 0.8953 5.1758 -0.6020
C 0.9013 3.8220 -0.9522
S -0.3344 2.7308 -0.7404
S 2.4429 3.2159 -1.5578
C 3.1624 4.8004 -1.7047
S 4.7233 5.0081 -2.3479
S 2.4211 6.0307 -0.6916
H -2.6358 6.1284 0.0227
H -2.0654 4.4855 0.4448
H -1.9775 5.0590 -1.2419
```

Atomic partial charges in e from the Löwdin method, atoms 1 to 4: 0.951, -0.011, -0.383, -0.110



# 4
Computed, not measured: a cluster of 6 separate species, C25H33Br2F5N2O18P in total, with ωB97M-V/def2-TZVPD.

Summary:
Kohn-Sham gap: 7.42 eV
HOMO energy: -12.297 eV
net charge: +1
2S+1: 1

Geometry as XYZ:
```
86
C25H33Br2F5N2O18P, DFT ωB97M-V/def2-TZVPD
C -4.8730 0.2512 -1.2024
C -3.3058 -0.3171 -1.3309
O -2.3348 0.7604 -1.5907
C -1.4116 0.4179 -2.6873
C -0.1185 1.4175 -2.5598
O 1.1687 0.7481 -2.3183
C 1.0992 -0.2251 -1.2175
C 1.3488 -1.7663 -1.7434
N 1.1749 -2.4959 -0.4296
P 1.2923 -4.2973 -0.4069
O 1.0131 -4.8432 -2.0741
Br 3.4148 -4.8459 0.1895
C 0.8824 -1.5296 0.7349
C 0.5969 -1.9058 2.3051
Br -1.3120 -1.5407 2.8238
C 1.7126 -1.1228 3.2179
C 1.0967 -0.2563 4.4669
N 0.8315 -0.0828 0.2643
H -5.5185 -0.4616 -0.5121
H -4.9248 1.3184 -0.7006
H -5.4280 0.2792 -2.2456
H -3.0688 -0.8072 -0.2940
H -3.3235 -1.1415 -2.1682
H -1.9647 0.7114 -3.7037
H -1.1566 -0.7203 -2.7824
H -0.3638 2.1995 -1.7158
H -0.0125 2.0004 -3.5914
H 1.5561 -2.1325 -2.8353
H 0.1627 -4.3555 -2.3428
H 0.7817 -3.0741 2.4122
H 2.2929 -0.3526 2.5230
H 2.5081 -1.9249 3.5478
H 2.0106 0.0445 5.1638
H 0.3445 -0.8419 5.1509
H 0.6706 0.7648 4.0503
H 0.6552 0.8107 0.7736
C -7.1944 3.5256 -2.1613
C -8.1499 3.4552 -1.0195
O -9.1109 2.5188 -1.4513
C -8.4388 1.6826 -2.2913
O -8.8538 0.5927 -2.6486
O -7.2380 2.2111 -2.6791
F -8.7669 4.6436 -0.8330
H -7.5115 4.2316 -2.9362
H -6.1823 3.7874 -1.8412
H -7.7017 3.1160 -0.0795
C 6.6718 -3.8181 -0.3962
C 8.0300 -4.4279 -0.4670
O 8.8667 -3.3346 -0.7697
C 8.2458 -2.2513 -0.2240
O 8.7871 -1.1744 -0.0369
O 6.9433 -2.5211 0.0957
F 8.1071 -5.3170 -1.4825
H 6.1903 -3.7410 -1.3768
H 6.0063 -4.3622 0.2795
H 8.3605 -4.8973 0.4656
C -4.7781 -5.5436 -2.3326
C -3.4754 -4.8583 -2.0978
O -3.8449 -3.5171 -1.8707
C -5.0935 -3.5802 -1.3289
O -5.6352 -2.6543 -0.7481
O -5.6628 -4.8110 -1.5089
F -2.6997 -4.9049 -3.2040
H -5.1111 -5.4752 -3.3737
H -4.7524 -6.5970 -2.0410
H -2.9178 -5.2377 -1.2349
C 4.4211 4.0333 6.0312
C 4.3492 2.5497 6.1549
O 2.9644 2.2886 6.1897
C 2.3956 3.2959 5.4696
O 1.2529 3.2717 5.0434
O 3.2647 4.3344 5.2762
F 4.8900 2.1363 7.3229
H 4.3652 4.5423 6.9993
H 5.3250 4.3641 5.5126
H 4.8053 2.0070 5.3200
C 2.6300 4.2319 -1.8905
C 2.4633 4.9717 -0.6073
O 1.8169 6.1628 -0.9953
C 1.0913 5.8290 -2.0993
O 0.1916 6.5122 -2.5593
O 1.4897 4.6303 -2.6246
F 3.6643 5.2926 -0.0760
H 3.5334 4.5265 -2.4350
H 2.6448 3.1481 -1.7468
H 1.8541 4.4479 0.1370
```

Atomic partial charges in e from the Löwdin method, atoms 1 to 4: -0.086, -0.224, -0.221, -0.171



# 5
Computed, not measured: a structure of composition C25H33ClN5O3Rb, with ωB97M-V/def2-TZVPD.

Summary:
Kohn-Sham gap: 4.22 eV
ΔE to the lowest compared entry with this formula, charge and spin: 0.0 kJ/mol
HOMO energy: -0.320 eV
net charge: -2
2S+1: 1

Geometry as XYZ:
```
68
C25H33ClN5O3Rb, DFT ωB97M-V/def2-TZVPD
Rb -2.3719 1.2766 0.3062
C -2.5326 -3.1581 -1.8837
C -2.3163 -1.8381 -1.2028
N -2.0592 -1.6425 0.0205
C -1.8826 -2.6991 0.9939
C -1.9480 -2.1172 2.4020
N -0.7888 -1.2958 2.7178
C -1.0570 0.0297 3.2545
C 0.2274 0.8639 3.2794
N 0.7581 1.3509 2.0180
C 0.3633 2.6781 1.5809
C 0.8650 2.9892 0.1625
N -0.1078 2.6209 -0.8646
C 0.1989 1.8040 -1.7888
C 1.5277 1.1058 -1.9460
C -0.9262 1.2577 -2.7099
C -2.1948 2.0742 -2.7761
C -3.3852 1.4177 -2.7548
C -3.4927 0.0267 -2.4958
C -2.2996 -0.5799 -2.0585
N -1.1042 -0.0671 -2.1207
H -1.5796 -3.5063 -2.2913
H -3.2224 -3.0492 -2.7214
H -2.9053 -3.9174 -1.1957
H -0.8835 -3.1333 0.8594
H -2.6241 -3.5029 0.8904
H -2.0331 -2.9523 3.1114
H -2.8720 -1.5299 2.5027
H -0.1485 -1.2663 1.9281
H -1.4308 -0.0378 4.2843
H -1.8544 0.5637 2.6984
H 0.9924 0.2425 3.7599
H 0.0741 1.7347 3.9244
H 0.8428 0.6370 1.3008
H 0.8179 3.4138 2.2578
H -0.7187 2.8659 1.6385
H 1.8415 2.5073 0.0485
H 1.0090 4.0700 0.0843
H 1.6742 0.4149 -1.1093
H 2.3546 1.8199 -1.9750
H 1.5477 0.5033 -2.8530
H -2.1225 3.1536 -2.8121
H -4.3009 1.9940 -2.8655
H -4.4512 -0.4499 -2.3419
C 0.0932 2.4855 -4.7474
C -0.4130 1.1788 -4.1531
O -0.4829 0.1883 -4.8406
H -0.5516 2.7709 -5.5794
H 1.0990 2.3230 -5.1377
H 0.1105 3.2964 -4.0187
Cl 8.0821 -1.9802 1.2026
C 6.3245 -2.0583 1.1265
C 5.6123 -0.9122 0.8232
C 4.2257 -0.9874 0.7652
C 3.5626 -2.1846 1.0020
C 4.3076 -3.3157 1.3091
C 5.6951 -3.2644 1.3748
C 2.0223 -2.2619 0.9308
O 1.5242 -3.3762 1.1659
O 1.4476 -1.1888 0.6315
H 6.1324 0.0179 0.6358
H 3.6224 -0.1167 0.5406
H 3.7622 -4.2332 1.4903
H 6.2803 -4.1427 1.6144
C -4.3071 2.6394 2.4244
H -3.8442 2.5616 3.4258
H -5.3042 2.1718 2.5080
H -4.4819 3.7161 2.2486
```

Atomic partial charges in e from the Löwdin method, atoms 1 to 4: 0.905, -0.015, -0.301, 0.047



# 6
Computed, not measured: the molecule C25H33N3O5S, with ωB97M-V/def2-TZVPD.

Summary:
Kohn-Sham gap: 9.56 eV
SMILES: CC(C)[C@@H](C(=O)NC[C@H]1CCCO1)N(Cc1ccccc1)C(=O)CNS(=O)(=O)c1ccccc1
ΔE to the lowest compared entry with this formula, charge and spin: 143.2 kJ/mol
HOMO energy: -9.001 eV
2S+1: 1

Geometry as XYZ:
```
67
C25H33N3O5S, DFT ωB97M-V/def2-TZVPD
C -1.2115 -2.3753 -3.1542
H -1.9387 -2.9836 -3.6877
H -0.3222 -2.2770 -3.7726
H -0.9213 -2.8934 -2.2442
C -1.7910 -0.9945 -2.8508
C -2.0045 -0.2312 -4.1565
H -2.6236 -0.8186 -4.8307
H -1.0502 -0.0393 -4.6428
H -2.4991 0.7165 -3.9698
H -2.7587 -1.1050 -2.3505
C -0.8349 -0.2268 -1.9251
N -0.7009 -0.8435 -0.6051
C 0.5089 -1.3235 -0.2537
O 1.3835 -1.5442 -1.0741
C 0.7426 -1.6104 1.2273
N 2.1630 -1.4605 1.4803
S 2.7725 0.0946 1.2777
O 1.8829 0.8298 0.4165
O 3.0285 0.6639 2.5738
C 4.3322 -0.1926 0.4625
C 5.4930 0.2300 1.0802
C 6.7079 0.0123 0.4508
C 6.7412 -0.6226 -0.7810
C 5.5668 -1.0427 -1.3866
C 4.3478 -0.8275 -0.7634
H 3.4150 -1.1491 -1.1985
H 5.5998 -1.5391 -2.3444
H 7.6890 -0.7917 -1.2707
H 7.6245 0.3368 0.9197
H 5.4237 0.7200 2.0384
H 2.4373 -1.7996 2.3898
H 0.4541 -2.6413 1.4478
H 0.1535 -0.9288 1.8489
C -1.7926 -0.6081 0.3280
C -2.1907 -1.8144 1.1365
C -2.3427 -3.0612 0.5435
C -2.7286 -4.1566 1.2955
C -2.9801 -4.0173 2.6498
C -2.8466 -2.7752 3.2467
C -2.4520 -1.6827 2.4951
H -2.3481 -0.7141 2.9632
H -3.0481 -2.6576 4.3013
H -3.2832 -4.8717 3.2363
H -2.8387 -5.1208 0.8212
H -2.1595 -3.1730 -0.5136
H -2.6544 -0.3018 -0.2733
H -1.5545 0.2308 0.9935
H 0.1647 -0.2439 -2.3731
C -1.2312 1.2386 -1.6657
O -2.3392 1.6926 -1.8825
N -0.2101 1.9561 -1.1649
H 0.6184 1.4750 -0.8305
C -0.4094 3.2775 -0.6233
H -1.3573 3.6482 -1.0196
H 0.4065 3.9288 -0.9480
C -0.4443 3.2490 0.9187
C -0.8402 4.6160 1.4889
H -0.4435 5.4380 0.8980
H -0.4725 4.7058 2.5106
C -2.3740 4.5545 1.4693
H -2.8036 4.9834 2.3724
H -2.7782 5.0899 0.6118
C -2.6800 3.0472 1.3590
H -3.1961 2.8125 0.4200
O -1.4357 2.3680 1.4048
H -3.2798 2.6727 2.1917
H 0.5141 2.8717 1.2876
```

Atomic partial charges in e from the Löwdin method, atoms 1 to 4: -0.062, 0.081, 0.087, 0.056



Number 1: maximum force 1.807 eV Å⁻¹. Number 2: maximum force 0.805 eV Å⁻¹. Number 3: maximum force 0.853 eV Å⁻¹. Number 4: maximum force 7.905 eV Å⁻¹. Number 5: maximum force 0.569 eV Å⁻¹. Number 6: maximum force 0.871 eV Å⁻¹.